Entry 1:
ORCA calculation (wB97M-V/def2-TZVPD) on a cluster of 4 separate species, C11H12F3O13S in total at a distorted geometry.

For the HOMO-LUMO gap, the calculation gives 8.196 eV. The calculation puts the max |F| at 2.81 eV Å⁻¹. The charge is -1. The value obtained for the lowest unoccupied orbital energy is 2.008 eV.

Each line ends with the Löwdin charge.
Positions of all 40 atoms, in Å:
C 1.8867 -0.0078 -1.6097  -0.573
O 4.2285 -6.4568 -2.2221  -0.323
H 0.2690 2.9485 -1.1404  0.131
H -0.9215 0.6866 -0.0980  0.129
H -4.0218 5.0117 3.2613  0.129
O -3.7524 4.8154 5.2974  0.059
H 0.2225 2.6818 0.6095  0.133
O -2.5269 6.1744 6.6107  0.158
O 0.7463 -0.6595 -1.9387  0.048
H 0.4461 -0.4369 -3.9694  0.128
O -1.2956 3.8823 -0.1186  0.058
C 0.8962 -1.1543 -3.2781  -0.108
C 1.5668 -5.7689 -2.8536  -0.787
O 2.0154 0.6616 -0.6305  0.141
O 2.5835 -8.1685 -2.0401  -0.329
C -0.3855 2.7837 -0.2898  -0.116
C 2.3914 -1.2400 -3.4218  -0.103
O -2.4845 2.0299 0.2442  0.066
C -2.6322 5.4978 5.6409  -0.573
O 1.8840 -4.6737 -3.2426  -0.008
C -1.3206 1.6176 -0.4891  -0.113
C -2.0667 4.2624 3.8424  -0.118
C -2.4729 3.3790 0.3150  -0.586
O -3.3814 4.0405 0.7114  0.143
O 0.5112 -6.3823 -2.9762  -0.009
F 1.3660 -6.7131 0.3424  0.168
F 2.7900 -5.1278 0.1672  0.127
H -1.5965 1.4725 -1.5350  0.135
C 2.5761 -6.4220 -0.0563  -0.730
F 3.4633 -7.1146 0.6263  0.145
H -4.0366 3.3411 3.8520  0.135
H -1.6494 3.3146 4.1905  0.136
O 2.8519 -0.2116 -2.5272  0.068
O -1.6464 5.3053 4.7281  0.062
H 2.7303 -1.0493 -4.4369  0.134
S 2.8638 -6.7634 -1.8736  0.789
C -3.5683 4.3152 3.9671  -0.122
H 0.4087 -2.1193 -3.3977  0.133
H -1.7224 4.4506 2.8289  0.119
H 2.7840 -2.2027 -3.0900  0.126


Entry 2:
ORCA calculation (wB97M-V/def2-TZVPD) on a cluster of 2 separate species, C10H20Si in total at a distorted geometry.

For the relative energy (zero: lowest compared OMol25 entry of this formula, charge and spin), the calculation gives 79.6 kcal per mole. For the HOMO-LUMO gap, the calculation gives 10.397 eV. As for the SMILES: CC[SiH](CC)CC.C#CC=C. The calculation puts the max |F| at 4.03 eV Å⁻¹. The charge is 0. The value obtained for the lowest unoccupied orbital energy is 0.872 eV.

Each line ends with the Löwdin charge.
Positions of all 31 atoms, in Å:
H 1.8030 2.8181 0.4816  0.056
C 1.3222 2.2789 -0.3308  -0.351
C 2.9401 -0.1643 1.1273  -0.384
C 0.0361 -0.8974 -2.1961  -0.182
H -0.3493 0.1668 -2.2040  0.048
H 3.8556 -1.7868 2.2076  0.055
C -0.1578 2.6376 -0.3959  -0.197
H -0.7570 -1.3783 -1.5018  0.076
H 0.0642 -1.4955 -3.1299  0.066
H -0.3451 3.6510 -0.1830  0.042
C -3.4810 -1.3715 1.1886  -0.126
H -0.7298 2.0224 0.3739  0.060
C 1.4452 -0.7877 -1.5371  -0.312
C -3.1322 -2.2665 1.9366  0.121
H 2.0818 -0.1687 -2.1730  0.055
H 3.3593 -2.2992 0.7273  0.060
H 1.9175 -1.7611 -1.4113  0.052
H -5.4221 0.6283 0.9951  0.085
H -2.4815 -2.7244 2.5482  -0.015
C -3.9776 -0.5768 0.0915  -0.243
H -3.3370 -0.8454 -0.7389  0.092
C -4.8155 0.3979 0.0942  0.000
H 2.8292 0.5093 2.0076  0.069
Si 1.4346 0.3915 0.0513  0.711
H 1.9683 2.7747 -1.0601  0.066
C 3.0093 -1.6503 1.5392  -0.168
H 0.4868 0.2989 1.0701  -0.014
H -0.5691 2.2041 -1.3909  0.082
H -4.8098 1.0252 -0.8334  0.083
H 3.8532 0.0988 0.6836  0.032
H 1.9583 -1.7295 1.9625  0.083


Entry 3:
ORCA calculation (wB97M-V/def2-TZVPD) on a structure of composition C5H14Br3NO2V at a distorted geometry.

For the relative energy (zero: lowest compared OMol25 entry of this formula, charge and spin), the calculation gives 5.3 kcal per mole. Its multiplicity is 2. For the HOMO-LUMO gap (alpha / beta), the calculation gives 7.109 / 7.988 eV. As for the expectation value of S²: 0.812. The calculation puts the max |F| at 3.67 eV Å⁻¹. The charge is 0. The value obtained for the lowest unoccupied orbital energy (alpha / beta) is -1.450 / -0.594 eV.

Each line ends with the Löwdin charge.
Positions of all 26 atoms, in Å:
C 0.9131 -1.7738 -1.1836  0.020
H 0.4256 -2.7340 -1.0150  0.114
C 1.4129 -1.7275 1.1983  -0.001
H 0.3879 2.0396 -0.2851  0.093
H 2.0362 0.7707 0.8720  0.145
V -3.8372 2.0074 1.5339  0.318
H 1.8320 2.3399 -0.8853  0.132
H 2.7329 0.0826 -0.6780  0.141
H -1.0471 -1.5158 0.5328  0.080
Br -3.9993 -0.9153 1.3989  -0.225
H 1.0064 1.8967 -2.7021  0.105
C -0.5072 -0.5872 0.3478  -0.041
Br -2.6341 2.6897 -0.9401  -0.180
C 1.1643 1.4818 -0.8088  -0.283
O -2.4502 1.8665 2.3513  -0.489
C 1.8391 0.3348 -0.1074  -0.079
H 2.4352 -2.0620 1.0218  0.107
O 0.7976 1.1627 -2.1196  -0.055
H 0.9745 -2.7248 1.1628  0.102
H 1.1749 -1.2147 2.1302  0.116
H 0.2786 -1.2786 -1.9186  0.101
H -0.6098 0.0429 1.2313  0.098
N 0.9259 -0.8663 0.0404  -0.334
Br -6.3312 2.4188 0.8944  -0.170
H 1.9296 -1.7450 -1.5761  0.108
H -0.8508 0.0111 -0.4961  0.079


Entry 4:
ORCA calculation (wB97M-V/def2-TZVPD) on a cluster of 2 separate species, C4H11ClO2Si in total at a distorted geometry.

For the relative energy (zero: lowest compared OMol25 entry of this formula, charge and spin), the calculation gives 0.0 kcal per mole. For the HOMO-LUMO gap, the calculation gives 8.743 eV. The calculation puts the max |F| at 4.18 eV Å⁻¹. The charge is 0. The value obtained for the lowest unoccupied orbital energy is 0.162 eV.

Each line ends with the Löwdin charge.
Positions of all 19 atoms, in Å:
Si -0.3700 -0.2121 -0.0648  0.596
H 2.2676 1.3971 -2.2607  0.054
C 1.9265 0.4694 -1.8233  -0.104
H 0.7385 -0.2090 3.3617  0.056
C 0.3521 0.7919 -1.4534  -0.230
O -1.0845 -1.4913 -0.8083  -0.206
O 0.0029 -0.4787 1.4339  -0.202
H 2.0396 -0.2111 -2.6506  0.056
H 2.5727 0.2993 -0.9453  0.066
H -1.8618 -3.2035 -1.6428  0.101
H -0.1483 1.1493 2.7381  0.062
Cl -2.2864 2.0935 0.9621  -0.421
H -0.1362 0.6821 -2.3945  0.066
H -0.9194 -3.5827 -0.1362  0.118
C -1.5792 -2.7649 -0.6436  -0.157
C 0.5510 0.3152 2.4799  -0.120
H -2.4712 -2.8043 -0.0246  0.081
H 0.3273 1.8496 -1.2267  0.058
H 1.5394 0.9129 2.2388  0.127


Entry 5:
ORCA calculation (wB97M-V/def2-TZVPD) on a structure of composition C24H16Br2Cl5NO3ReS.

For the relative energy (zero: lowest compared OMol25 entry of this formula, charge and spin), the calculation gives 11.2 kcal per mole. Its multiplicity is 2. For the HOMO-LUMO gap (alpha / beta), the calculation gives 6.204 / 6.576 eV. As for the expectation value of S²: 0.766. The calculation puts the max |F| at 0.39 eV Å⁻¹. The charge is +2. The value obtained for the lowest unoccupied orbital energy (alpha / beta) is -7.789 / -7.505 eV.

Each line ends with the Löwdin charge.
Positions of all 53 atoms, in Å:
H 1.9681 2.9780 -2.6206  0.088
Br -3.9334 1.7870 -2.4407  0.890
C -4.0012 0.1071 -1.6345  -0.591
Re -0.3220 -0.6033 0.0566  1.722
O 0.6353 1.0550 0.0353  -0.656
H -0.2521 -2.5410 2.4394  0.085
H -0.9971 -4.1124 2.7781  0.104
H 3.4393 4.8803 2.0358  0.133
C 1.5665 5.8707 1.6636  -0.224
C 0.9716 3.6677 0.0938  -0.429
C -1.8810 -3.0799 1.1472  -0.267
C -5.2188 -1.9383 -1.1739  -0.598
C -3.0054 -1.6200 -0.2970  -0.160
C 1.5070 -3.6166 -1.4081  -0.604
C 0.3394 5.7830 1.0108  -0.003
C -0.7005 -3.4260 1.9888  -0.003
H -0.3822 6.5818 1.1176  0.129
C 2.4336 -4.5423 -1.8740  -0.690
C -2.9481 -0.3596 -0.9006  -0.338
C 3.1588 -2.7272 0.1353  -0.610
Cl 1.9900 -5.6423 -3.0993  0.763
O -1.7853 0.3086 -0.6437  -0.293
H 1.6839 1.2174 -2.6140  0.072
C -5.1473 -0.7081 -1.7718  -0.122
C 1.8976 2.0874 -1.9956  -0.190
H 2.2573 6.7515 3.4888  0.098
C 3.7242 -4.5606 -1.3306  -0.683
N -1.8841 -1.9484 0.4262  -0.028
C 4.0887 -3.6527 -0.3294  -0.688
H -4.9317 -4.3224 0.2903  0.109
C -2.9863 -3.9424 1.0847  0.032
H 2.7278 7.6219 2.0376  0.102
C 1.9140 7.0618 2.5016  -0.020
H 2.8039 1.9508 -1.4108  0.071
Cl 3.5422 -1.5870 1.3555  0.773
C 1.8818 -2.7263 -0.4100  -0.378
H -0.9299 4.6176 -0.2706  0.118
H -5.9790 -0.3415 -2.3568  0.114
Br -6.7649 -2.9748 -1.3789  0.896
C 0.0283 4.6832 0.2301  -0.058
C -4.1342 -2.4342 -0.3936  -0.165
C 2.4882 4.8222 1.5219  -0.002
C -4.0883 -3.6449 0.3236  0.047
Cl 4.8601 -5.6947 -1.8966  0.774
C 2.2082 3.7245 0.7412  -0.048
H -2.9519 -4.8549 1.6625  0.136
Cl -0.0855 -3.5347 -2.0516  0.768
H 0.0607 -3.9278 1.3854  0.095
H 2.9291 2.9220 0.6528  0.118
S 0.4987 2.3467 -0.9254  1.101
Cl 5.6614 -3.6709 0.3277  0.766
H 1.0652 7.7306 2.6217  0.088
O 0.9795 -1.8214 0.0744  -0.348


Entry 6:
ORCA calculation (wB97M-V/def2-TZVPD) on a structure of composition C24H45AlFP2 at a distorted geometry.

For the HOMO-LUMO gap, the calculation gives 7.247 eV. The calculation puts the max |F| at 3.01 eV Å⁻¹. The charge is +1. The value obtained for the lowest unoccupied orbital energy is -2.974 eV.

Each line ends with the Löwdin charge.
Positions of all 73 atoms, in Å:
P 0.9950 -2.4133 0.7747  0.864
C -2.4111 -0.6146 0.6940  -0.241
H 0.3249 -4.5702 -0.1610  0.069
H -1.8116 -2.5603 2.6828  0.062
H 3.8859 0.9443 0.8703  0.046
H -0.0493 -2.6365 -3.0591  0.090
H -0.9401 0.9146 4.3087  0.079
H -2.8252 -2.6787 0.6426  0.063
H 2.5448 -2.7509 -1.1052  0.044
H 2.4186 3.0564 -0.4133  0.047
H -1.9160 0.8502 -4.6277  0.107
H 2.2815 3.2449 3.4632  0.066
H 2.2560 -2.6954 2.8326  0.054
P 1.7623 1.8530 1.5568  0.840
C 1.3163 -1.3597 -4.2428  -0.184
H 3.1156 -0.7222 -3.2540  0.102
H -0.6848 2.4513 -3.8191  0.106
H 1.0170 3.7971 0.3563  0.041
C -0.0152 -1.7039 -3.6218  -0.107
F 0.8536 -0.4840 3.0549  -0.256
C -0.0409 1.5612 -3.8822  -0.174
H 1.1966 -1.0817 -5.3040  0.113
C -0.1765 -3.6953 0.2527  -0.224
C 1.4270 2.6329 3.1697  -0.218
C -0.9077 0.4253 -4.5046  -0.176
C 1.5871 0.4651 -2.3758  -0.124
H 0.7401 1.7953 -4.6248  0.113
H 3.1117 -3.5425 0.3742  0.062
H 0.5409 3.2666 3.1316  0.039
H 2.4392 0.4668 -4.3523  0.113
C -2.1631 -1.5889 3.0483  -0.033
C -1.8843 -0.5608 2.0204  -0.332
C 3.4563 1.2631 1.8182  -0.240
H 3.4519 0.4101 2.4943  0.050
Al 0.2601 -0.1246 1.4172  0.297
H -1.6368 -1.3441 3.9713  0.086
C -1.8031 1.5657 1.0966  -0.276
C 2.6079 -2.6609 -0.0240  -0.233
C 1.9796 3.3253 0.5426  -0.228
H -1.1293 3.4765 1.7268  0.060
H -3.2390 -1.6744 3.2680  0.106
H 4.0729 2.0537 2.2478  0.062
C -3.1456 -1.7626 0.1429  -0.033
C 0.5686 1.3225 -2.5286  -0.111
C -1.7739 3.0264 0.9676  -0.040
H -3.9399 1.6059 -0.8915  0.105
H -0.7632 -4.0201 1.1156  0.054
H 2.0094 0.2636 -1.3882  0.065
H 1.9388 -2.2665 -4.2248  0.103
H 0.1605 1.8734 -1.6772  0.083
H -0.5127 0.2294 -5.5192  0.115
H 0.5752 -3.1208 3.0571  0.047
H 2.6289 4.0389 1.0527  0.067
C -2.9667 1.1397 -1.1211  -0.026
C -2.3168 0.6766 0.1250  -0.234
H -0.8745 -3.3100 -0.4828  0.027
H -2.0250 -1.0059 -3.2541  0.086
C 2.1705 -0.2528 -3.5634  -0.183
H 1.6557 -4.2401 2.2171  0.068
C -1.0514 -0.8558 -3.7266  -0.104
H -1.4854 2.4865 3.6534  0.070
H -1.3996 3.3154 -0.0242  0.077
H -2.9321 -1.8531 -0.9320  0.076
H -2.6735 1.2630 4.1332  0.107
H 1.2639 1.8615 3.9209  0.051
H -3.1244 0.3158 -1.8231  0.063
H -2.3357 1.8885 -1.6162  0.070
C 1.4106 -3.1888 2.3674  -0.251
H -4.2306 -1.6555 0.2985  0.109
C -1.5975 0.8353 2.3120  -0.317
C -1.6817 1.4106 3.6755  -0.030
H -2.7949 3.4167 1.0942  0.110
H 3.2343 -1.7945 0.1950  0.042